#A
This record from the Open Molecules 2025 dataset describes a 2-piece molecular cluster, C5H12SSi overall. The level of theory is ωB97M-V with the def2-TZVPD basis set.

Lowest unoccupied orbital energy (spin up / spin down) = 0.5 / -2.6 eV
M = 132.3 g mol⁻¹
HOMO level (spin up / spin down) = -0.359 / -0.274 Ha
HOMO-LUMO gap (spin up / spin down) = 10.299 / 4.813 eV

ORCA input file:
```
! RIJCOSX wB97M-V def2-TZVPD def2/J DEFGRID3
* xyz 0 1
S 4.00 -0.30 0.14
Si -0.35 0.06 0.03
C -0.08 1.94 0.25
C -2.18 -0.21 0.03
C 0.34 -0.45 -1.67
C 0.59 -0.58 1.46
C 0.35 2.78 -0.60
H 0.67 -1.61 1.30
H -0.20 -1.41 -1.62
H -2.55 -1.09 0.56
H 3.06 -1.22 0.26
H 1.57 -0.25 1.50
H -2.58 -0.21 -1.00
H 0.11 -0.62 2.46
H -0.09 -0.10 -2.57
H 1.40 -0.36 -1.74
H -0.34 2.23 1.27
H 0.81 2.82 -1.52
H -2.59 0.62 0.63
*
```

Here are the natural (NBO) charges for atoms 1 to 4, given in e: atom 1 (S): -0.08, atom 2 (Si): 1.62, atom 3 (C): -0.75, atom 4 (C): -1.14

---

#B
This record from the Open Molecules 2025 dataset describes a 2-piece molecular cluster, C5H12SSi overall. The level of theory is ωB97M-V with the def2-TZVPD basis set.

Lowest unoccupied orbital energy (spin up / spin down) = -1.4 / -1.4 eV
M = 132.3 g mol⁻¹
HOMO level (spin up / spin down) = -0.314 / -0.314 Ha
HOMO-LUMO gap (spin up / spin down) = 7.145 / 7.148 eV

ORCA input file:
```
! RIJCOSX wB97M-V def2-TZVPD def2/J DEFGRID3
* xyz 0 1
S -0.46 1.08 1.41
Si -0.89 -0.43 -0.14
C -0.79 -1.97 0.85
C 0.55 -0.32 -1.38
C -2.69 -0.03 -0.61
C 2.49 2.15 0.27
C 2.33 1.19 1.14
H 0.20 -2.08 1.23
H 2.93 0.67 1.91
H 3.46 2.65 0.16
H 1.79 2.41 -0.40
H 0.46 -1.00 -2.21
H 1.41 -0.43 -0.75
H -0.93 -2.93 0.35
H -2.83 0.73 -1.39
H -3.10 0.39 0.34
H -3.12 -1.01 -0.81
H 0.68 0.76 -1.70
H -1.47 -1.83 1.73
*
```

Here are the natural (NBO) charges for atoms 1 to 4, given in e: atom 1 (S): -0.49, atom 2 (Si): 1.50, atom 3 (C): -1.16, atom 4 (C): -1.10

---

Energetically preferred structure: #B | next structure: +36.1 kcal/mol